--- a ---
Below is the ion C3H9N2 with charge +1, with properties calculated with wB97M-V/def2-TZVPD.

Cartesian coordinates (Å):
1 N 0.25266 -0.05956 2.08595
2 N -0.23849 -0.19418 -0.35738
3 C 0.77644 0.09710 0.80969
4 C -0.81680 -1.27792 -0.72252
5 C -0.18773 0.93641 -1.39334
6 H -1.48517 -1.42844 -1.57898
7 H 1.64653 -0.61653 0.70542
8 H -0.87184 1.80253 -1.19847
9 H 0.28214 -0.94427 2.58564
10 H -0.43309 0.56373 -2.33489
11 H -0.36473 0.69951 2.38710
12 H 1.20546 1.11328 0.45267
13 H -0.56907 -2.13087 -0.10014
14 H 0.80369 1.43922 -1.34075

As for the charge: +1. Its HOMO-LUMO gap is 9.622 eV. The SMILES is C=[N+](C)CN. Its LUMO energy is -0.1789 Eh.

Atom charges from the natural (NBO) analysis, given in e for atoms 1 to 8: -0.83, -0.25, -0.05, 0.11, -0.43, 0.24, 0.24, 0.25

---

--- b ---
Below is the ion C3H9N2 with charge +1, with properties calculated with wB97M-V/def2-TZVPD.

Cartesian coordinates (Å):
1 N -1.01803 0.96864 0.82605
2 N -0.38088 -0.71777 -0.65696
3 C 0.79068 0.09615 -0.86062
4 C -1.24158 -0.28360 0.35613
5 C 1.74004 0.03854 0.33942
6 H 1.31379 -0.31784 -1.72710
7 H -2.28751 -0.47651 0.05280
8 H 1.27889 0.31763 1.28675
9 H 2.57798 0.70607 0.19704
10 H 2.11589 -0.98242 0.35417
11 H -0.83676 -0.92034 -1.54036
12 H -1.03667 -0.94116 1.25190
13 H -1.75853 1.23408 1.48858
14 H 0.50268 1.12417 -1.15955

As for the charge: +1. Its HOMO-LUMO gap is 6.706 eV. Its LUMO energy is -0.3138 Eh.

Atom charges from the natural (NBO) analysis, given in e for atoms 1 to 8: -0.20, -0.44, -0.26, -0.23, -0.62, 0.24, 0.33, 0.22

---

--- c ---
Below is the ion C3H9N2 with charge +1, with properties calculated with wB97M-V/def2-TZVPD.

Cartesian coordinates (Å):
1 N -1.48400 1.94996 -0.94692
2 N -0.42329 0.02122 -0.20735
3 C 1.47415 -1.52256 0.20554
4 C 0.30190 -0.75159 0.81286
5 C -0.79200 1.25612 -0.07036
6 H 2.36853 -1.49918 0.81986
7 H -1.89321 1.49673 -1.75390
8 H 0.64777 -0.08422 1.59450
9 H -0.49190 1.73402 0.85458
10 H -0.41797 -1.41608 1.27651
11 H 1.78349 -1.09663 -0.75570
12 H -0.59839 -0.46116 -1.08159
13 H -1.65807 2.92264 -0.75386
14 H 1.18297 -2.54928 0.00583

As for the charge: +1. Its HOMO-LUMO gap is 11.904 eV. The SMILES is CCNC=[NH2+]. Its LUMO energy is -0.1285 Eh.

Atom charges from the natural (NBO) analysis, given in e for atoms 1 to 8: -0.72, -0.49, -0.64, -0.22, 0.40, 0.25, 0.43, 0.22

---

Short version: c is the most stable of them.

---

--- a ---
Below is a cluster of 2 separate species, C3H9N2 in total, with properties calculated with wB97M-V/def2-TZVPD.

Cartesian coordinates (Å):
1 N -0.18323 0.93304 -0.13758
2 N -2.61116 -0.16343 0.07988
3 C 0.71533 0.02230 0.05228
4 C 2.05594 0.33081 0.06052
5 C 3.13967 -0.46602 0.04355
6 H 4.18044 -0.18704 -0.13846
7 H -1.23840 0.42981 0.00128
8 H -2.52860 -1.16730 0.21110
9 H 3.03748 -1.58471 0.24244
10 H 0.48230 -1.06821 -0.10861
11 H 2.11339 1.30714 -0.24213
12 H -0.10546 1.93110 -0.26226
13 H -2.96674 0.40472 0.82608
14 H -3.29894 0.12222 -0.59784

As for the charge: +1. Its HOMO-LUMO gap is 9.939 eV. Its LUMO energy is -0.1791 Eh.

Atom charges from the natural (NBO) analysis, given in e for atoms 1 to 8: -0.66, -1.05, 0.23, -0.35, -0.16, 0.24, 0.44, 0.41

---

--- b ---
Below is the ion C3H9N2 with charge +1, with properties calculated with wB97M-V/def2-TZVPD.

Cartesian coordinates (Å):
1 N 2.15281 0.03861 0.71363
2 N -0.13963 -0.61806 0.33558
3 C -2.07509 0.65028 -0.63847
4 C 1.07128 0.36570 -0.12465
5 C -1.42334 -0.47362 -0.47988
6 H 1.32685 0.02518 -1.14469
7 H -2.10461 1.38976 0.15804
8 H -0.52138 -0.35961 1.24415
9 H 2.12143 0.58722 1.57084
10 H -2.54458 0.91110 -1.56598
11 H 0.84819 1.40021 0.08089
12 H 3.02532 -0.40869 0.49217
13 H 0.16406 -1.61336 0.32395
14 H -1.62473 -1.40045 -1.01532

As for the charge: +1. Its HOMO-LUMO gap is 10.989 eV. The SMILES is C=C[NH2+]CN. Its LUMO energy is -0.1305 Eh.

Atom charges from the natural (NBO) analysis, given in e for atoms 1 to 8: -0.85, -0.58, -0.36, -0.03, -0.06, 0.23, 0.22, 0.44

---

--- c ---
Below is the ion C3H9N2 with charge +1, with properties calculated with wB97M-V/def2-TZVPD.

Cartesian coordinates (Å):
1 N -0.55681 1.32793 -2.19958
2 N -0.21630 0.00714 -0.32293
3 C -0.34035 1.15366 -0.91916
4 C 0.60999 -1.48899 1.41394
5 C 0.08089 -0.10706 1.12635
6 H -0.23645 2.01973 -0.28677
7 H -0.55884 0.57686 -2.87117
8 H -0.26820 -0.86619 -0.82966
9 H 0.82049 0.65124 1.35208
10 H -0.17789 -2.24280 1.42762
11 H -0.84437 0.11484 1.64138
12 H -0.74529 2.25760 -2.54095
13 H 1.11933 -1.58869 2.36169
14 H 1.31381 -1.81528 0.64716

As for the charge: +1. Its HOMO-LUMO gap is 11.806 eV. The SMILES is CCNC=[NH2+]. Its LUMO energy is -0.1318 Eh.

Atom charges from the natural (NBO) analysis, given in e for atoms 1 to 8: -0.71, -0.50, 0.40, -0.64, -0.22, 0.23, 0.43, 0.42

---

Short version: c is the most stable of them.

---

--- a ---
Below is the ion C3H9N2 with charge +1, with properties calculated with wB97M-V/def2-TZVPD.

Cartesian coordinates (Å):
1 N 1.18217 -0.69469 -1.42472
2 N -1.61527 0.15767 0.73534
3 C -0.01175 -0.18389 -1.04589
4 C 0.82454 0.43828 1.27387
5 C -0.20974 0.23302 0.22573
6 H -1.87810 -0.81714 0.89562
7 H 1.13262 -0.47717 1.79426
8 H 0.61306 1.24226 1.97472
9 H -1.74407 0.69732 1.59344
10 H 1.41676 -0.84334 -2.39181
11 H 1.98053 -0.57583 -0.82173
12 H -0.64798 0.11014 -1.87306
13 H -2.26851 0.47924 0.01725
14 H 1.74097 0.73876 0.76081

As for the charge: +1. Its HOMO-LUMO gap is 9.118 eV. The SMILES is C/C([NH3+])=C\N. Its LUMO energy is -0.1328 Eh.

Atom charges from the natural (NBO) analysis, given in e for atoms 1 to 8: -0.75, -0.67, 0.04, -0.68, -0.03, 0.44, 0.24, 0.24

---

--- b ---
Below is a cluster of 2 separate species, C3H9N2 in total, with properties calculated with wB97M-V/def2-TZVPD.

Cartesian coordinates (Å):
1 N -0.85648 -0.41848 0.80710
2 N -1.94853 -1.22708 2.67196
3 C 2.01016 0.73241 -2.47015
4 C 1.07597 0.84703 -1.41787
5 C -1.28550 -0.27156 2.00082
6 H -2.84397 -1.72563 2.47499
7 H -0.03147 0.57099 -1.63378
8 H 1.86786 1.40280 -3.31988
9 H -1.13975 -1.21429 0.29133
10 H 3.01154 0.76269 -2.20989
11 H 1.74569 -0.17485 -3.05408
12 H -1.00959 0.58401 2.67265
13 H -1.95625 -0.99554 3.64854
14 H 1.36032 1.12751 -0.46177

As for the charge: +1. Its HOMO-LUMO gap is 5.340 eV. Its LUMO energy is -0.2705 Eh.

Atom charges from the natural (NBO) analysis, given in e for atoms 1 to 8: -0.79, -0.83, -0.81, 0.31, 0.32, 0.42, 0.26, 0.37

---

Short version: a is the most stable of them.